Below is the molecule C15H19N3O5, with properties calculated with ωB97M-V/def2-TZVPD.

The molar mass is 321.33 g/mol. The energy above the lowest of the compared OMol25 structures with the same formula, charge and spin is 47.2 kJ/mol. The calculation puts the HOMO energy at -8.977 eV. The calculation puts the frontier orbital gap at 9.05 eV. The total energy comes out at -30572.4552 eV. As for the strongest force on any atom: 0.013 hartree/bohr.

Atoms and positions in Å:
O (2.985789, -1.954566, -1.347704)
O (-3.288044, 2.751041, 2.574617)
O (-0.369071, 1.158919, 4.071603)
O (0.485160, -3.876627, -2.700802)
O (-0.423766, -0.334333, -3.882660)
N (-0.280664, 0.320624, -1.733894)
N (1.251127, -1.204414, -2.607026)
N (-0.492043, 2.973190, 2.727732)
C (-2.718548, 3.944428, 3.046563)
C (0.142540, -0.411245, -2.815945)
C (-0.222673, 1.014623, 0.576724)
C (0.380601, 0.936344, 1.822193)
C (-0.439451, -4.927818, -2.780992)
C (1.491034, 0.113763, 2.017995)
C (2.013183, -0.599890, 0.962336)
C (1.422952, -0.524076, -0.299105)
C (0.292003, 0.276637, -0.486582)
C (0.639574, -3.185205, -3.918844)
C (1.972875, -1.297180, -1.419766)
C (-3.665525, 1.836882, 3.583252)
C (-0.199364, 1.676326, 2.985848)
C (-1.301833, 3.759207, 3.625015)
C (1.652549, -2.059835, -3.713634)
H (-2.674501, 4.599865, 2.171147)
H (-1.435832, -4.561106, -3.059897)
H (1.720971, -1.462491, -4.624741)
H (-2.798908, 1.407449, 4.094128)
H (-4.319097, 2.317791, 4.319803)
H (1.007412, -3.861687, -4.705483)
H (-0.124919, -5.679951, -3.515260)
H (-0.481227, -5.380578, -1.792629)
H (2.624516, -2.475387, -3.444464)
H (2.876584, -1.236094, 1.080031)
H (-1.335234, 3.216075, 4.571695)
H (-4.211869, 1.042442, 3.078830)
H (-0.847732, 4.740325, 3.788796)
H (-0.323977, -2.766622, -4.244261)
H (-3.359353, 4.412597, 3.808018)
H (1.924910, 0.050645, 3.003254)
H (-1.113777, 1.609194, 0.431000)
H (-0.389579, 3.316505, 1.785529)
H (-1.102526, 0.890137, -1.885794)

Atomic forces in eV per Å
0.0066 -0.0471 0.1264
0.0156 0.0680 -0.1602
0.0548 -0.2353 0.1686
0.2683 0.2176 0.0275
-0.0956 -0.0561 -0.2865
-0.3306 0.1725 -0.0604
0.0894 -0.1079 -0.1425
-0.0092 0.3359 -0.1303
0.2114 0.0458 0.0619
-0.1471 0.3384 0.2096
0.0890 -0.0150 0.0756
0.0064 -0.3186 -0.2760
-0.0886 -0.0482 -0.0239
-0.0317 0.0586 0.0847
-0.1279 0.0696 -0.1437
-0.2618 0.2338 0.2820
0.5469 -0.2540 0.2859
-0.0125 0.1323 -0.1226
0.0929 0.0911 0.0658
0.0149 -0.0885 0.0804
0.0949 0.2076 -0.1586
-0.4125 -0.0784 0.0327
-0.1090 -0.4602 -0.2409
-0.0101 0.0438 0.1205
0.0212 -0.0349 0.0172
0.0373 -0.0787 0.0839
-0.0398 0.0187 0.0017
-0.0275 -0.0113 -0.0037
-0.0075 0.0758 0.0526
-0.0219 -0.0043 0.0326
-0.0687 -0.0650 -0.0438
-0.1430 0.1155 -0.1126
0.0798 -0.0438 0.0086
0.0414 0.1480 -0.0677
-0.0222 -0.0243 0.0918
-0.0528 -0.0618 0.0718
0.1317 -0.0979 0.0131
0.0369 0.0158 -0.0775
0.0354 -0.0274 0.0948
-0.1157 0.0769 0.0144
0.0957 -0.1525 0.0487
0.1652 -0.1543 -0.1019